1.
{"formula": "ClH4N2OP", "method": "wB97M-V/def2-TZVPD", "species": ["N", "N", "O", "P", "Cl", "H", "H", "H", "H"], "positions_angstrom": [[-0.8459, -0.4100, 0.2851], [1.3759, -0.7481, -0.3627], [0.4082, 1.6835, -0.2418], [0.6076, 0.3226, 0.6957], [3.3643, -0.1173, -0.2070], [-1.4144, -0.7490, 0.9846], [-1.0712, -0.5011, -0.7087], [1.5020, -1.7433, -0.2487], [1.0976, 2.3337, -0.2739]], "forces_ev_per_a": [[1.56, 0.97, -1.79], [3.72, 1.24, -1.45], [-0.50, -1.34, -0.05], [-0.97, 0.82, 0.66], [-2.68, -1.00, -0.30], [-1.58, -0.82, 1.26], [-0.25, -0.09, 0.78], [-0.07, -0.05, 0.64], [0.77, 0.28, 0.26]], "lowdin_charge": [-0.16, -0.41, -0.31, 0.57, 0.20, 0.00, 0.06, 0.01, 0.02], "fmax_ev_per_a": 4.18, "homo_energy_ev": -9.28, "charge": 0, "total_energy_ev": -26903.075, "homo_lumo_gap_ev": 8.4, "relative_energy_kcal_mol": 76.0, "e_lumo_ev": -0.87}

---

2.
{"formula": "ClH5N2Si2", "method": "wB97M-V/def2-TZVPD", "species": ["N", "N", "Si", "Si", "Cl", "H", "H", "H", "H", "H"], "positions_angstrom": [[0.6837, 0.2402, 2.3430], [-0.7104, 0.0806, -2.2334], [1.3264, -1.1517, 1.9065], [-1.7534, 1.1736, -1.7289], [-0.2455, -0.6460, -3.7458], [1.1605, 1.1320, 2.1832], [3.0004, -1.4297, 1.8934], [0.7537, -2.5461, 1.8495], [-2.8737, 2.0588, -2.1331], [-1.3417, 1.0883, -0.3345]], "forces_ev_per_a": [[-0.26, -0.06, -0.71], [0.85, -1.06, -1.86], [2.98, -0.71, 0.49], [0.22, -0.17, 0.84], [-0.61, 0.70, 0.92], [-0.12, -0.57, 0.35], [-2.33, 0.49, -0.27], [-0.31, 0.88, 0.08], [0.14, -0.13, -0.32], [-0.56, 0.64, 0.48]], "lowdin_charge": [-0.29, -0.78, 0.54, 0.59, 0.38, -0.06, -0.08, -0.11, -0.11, -0.09], "fmax_ev_per_a": 3.10, "homo_energy_ev": -9.37, "charge": 0, "total_energy_ev": -31334.009, "homo_lumo_gap_ev": 9.1, "relative_energy_kcal_mol": 120.0, "e_lumo_ev": -0.29}

---

3.
{"formula": "ClH5N2Si2", "method": "wB97M-V/def2-TZVPD", "species": ["N", "N", "Si", "Si", "Cl", "H", "H", "H", "H", "H"], "positions_angstrom": [[1.2740, -0.3199, -0.0922], [-1.6008, 0.9169, -0.6131], [0.9579, -1.8687, 0.1896], [-0.5817, 1.9264, 0.1317], [-2.7135, -0.2781, -0.0228], [0.5988, 0.1475, -0.5904], [0.4109, -3.0175, -0.7111], [1.5941, -2.6503, 1.3523], [0.1675, 2.1414, 1.2858], [-0.1072, 3.0023, -0.9299]], "forces_ev_per_a": [[1.19, -1.63, 2.23], [-0.91, -0.07, 0.56], [0.69, -1.70, 0.02], [-0.19, 1.07, -3.21], [1.08, 0.57, -0.09], [-1.51, 0.94, -2.37], [0.01, 1.24, 0.52], [-0.29, 0.86, -0.66], [0.43, -0.05, 1.92], [-0.49, -1.23, 1.08]], "lowdin_charge": [-0.25, -0.76, 0.60, 0.57, 0.38, -0.20, -0.08, -0.09, -0.12, -0.04], "fmax_ev_per_a": 3.39, "homo_energy_ev": -9.29, "charge": 0, "total_energy_ev": -31334.169, "homo_lumo_gap_ev": 8.8, "relative_energy_kcal_mol": 116.3, "e_lumo_ev": -0.44}

---

4.
{"formula": "ClH5N3P", "method": "wB97M-V/def2-TZVPD", "species": ["N", "N", "N", "P", "Cl", "H", "H", "H", "H", "H"], "positions_angstrom": [[0.5582, 1.6813, 0.9746], [-0.4809, 0.4987, -1.2662], [-0.5474, -0.8458, 0.7274], [0.4662, 0.4304, 0.0652], [2.3472, -0.4795, -0.1944], [0.0833, 2.5430, 0.6693], [-0.3250, 1.1947, -1.9183], [-0.3384, -0.4323, -1.6769], [-0.2883, -1.1621, 1.6370], [-0.1934, -1.6567, 0.1158]], "forces_ev_per_a": [[0.18, -0.05, -0.88], [0.55, -2.33, -0.11], [2.43, -1.00, -2.42], [-1.77, 0.63, 3.42], [-0.86, 0.32, -0.19], [0.41, -0.78, 0.22], [0.58, 1.66, -1.61], [-0.77, 0.52, -0.56], [0.40, 0.14, 1.01], [-1.15, 0.89, 1.13]], "lowdin_charge": [-0.25, -0.10, -0.14, 0.15, 0.21, -0.01, 0.03, 0.06, 0.02, 0.04], "fmax_ev_per_a": 3.90, "homo_energy_ev": -9.32, "charge": 0, "total_energy_ev": -26363.558, "homo_lumo_gap_ev": 9.9, "relative_energy_kcal_mol": 2.6, "e_lumo_ev": 0.55}

---

Q: Which formula does entry 2 have?
A: ClH5N2Si2